Computed, not measured: a cluster of 5 separate species, C27H28BF4IS in total, with the ωB97M-V functional and the def2-TZVPD basis.

Each line ends with the Mulliken charge.
Positions of all 62 atoms, in Å:
1 F 2.06 -3.91 0.43  -0.32
2 C 1.41 -2.92 -0.21  0.37
3 C 0.10 -2.65 0.13  -0.51
4 C -0.56 -1.62 -0.53  -0.39
5 C 0.09 -0.89 -1.52  -0.30
6 C 1.41 -1.19 -1.84  -0.38
7 C 2.08 -2.21 -1.19  -0.54
8 H -0.38 -3.24 0.90  0.51
9 H -1.59 -1.40 -0.27  0.40
10 H -0.43 -0.10 -2.03  0.24
11 H 1.91 -0.62 -2.61  0.44
12 H 3.11 -2.46 -1.42  0.42
13 F -4.63 -2.71 0.81  -0.34
14 C -4.15 -3.22 1.96  0.34
15 C -4.27 -4.58 2.19  -0.47
16 C -3.76 -5.10 3.37  -0.53
17 C -3.14 -4.27 4.30  -0.26
18 C -3.04 -2.91 4.04  -0.12
19 C -3.54 -2.37 2.86  -0.51
20 H -4.76 -5.21 1.45  0.43
21 H -3.85 -6.16 3.57  0.38
22 H -2.76 -4.69 5.21  0.26
23 H -2.57 -2.25 4.76  0.39
24 H -3.47 -1.32 2.64  0.44
25 F -2.70 -4.49 7.61  -0.30
26 C -1.61 -3.82 8.01  0.64
27 C -0.69 -3.39 7.07  -0.28
28 C 0.42 -2.69 7.50  -0.53
29 C 0.62 -2.43 8.86  -0.57
30 C -0.32 -2.88 9.78  -0.33
31 C -1.44 -3.58 9.36  -0.54
32 H -0.85 -3.59 6.02  0.38
33 H 1.15 -2.34 6.78  0.35
34 H 1.49 -1.89 9.19  0.38
35 H -0.17 -2.69 10.84  0.36
36 H -2.18 -3.93 10.06  0.42
37 F 2.48 2.05 -5.21  -0.28
38 C 3.51 2.70 -5.79  0.34
39 C 3.31 3.29 -7.02  -0.49
40 C 4.37 3.96 -7.61  -0.28
41 C 5.60 4.03 -6.98  -0.55
42 C 5.78 3.42 -5.74  -0.31
43 C 4.73 2.74 -5.14  -0.39
44 H 2.34 3.23 -7.50  0.43
45 H 4.23 4.44 -8.58  0.36
46 H 6.43 4.55 -7.44  0.37
47 H 6.74 3.47 -5.24  0.35
48 H 4.84 2.26 -4.17  0.43
49 C 1.01 4.59 -3.08  -0.77
50 C 0.11 5.28 -4.11  -0.41
51 S -1.27 6.21 -3.37  -0.12
52 C -2.79 5.17 -3.47  -0.43
53 B -2.74 3.84 -4.31  -0.08
54 I -1.91 2.02 -3.61  0.09
55 H 1.62 5.33 -2.55  0.34
56 H 0.42 4.06 -2.33  0.29
57 H 1.68 3.87 -3.56  0.10
58 H -0.25 4.59 -4.88  0.20
59 H 0.69 6.05 -4.65  0.32
60 H -3.54 5.82 -3.92  0.29
61 H -3.10 4.95 -2.44  0.30
62 H -3.26 3.76 -5.37  -0.06

As for the charge: 0. The value obtained for the orbital gap is 8.3351 eV. The HOMO energy is -8.62 eV.

---

Computed, not measured: a structure of composition C27H28BF4N7OSr, with the ωB97M-V functional and the def2-TZVPD basis.

Each line ends with the Mulliken charge.
Positions of all 69 atoms, in Å:
1 Sr 8.97 13.58 11.05  2.04
2 C 7.19 12.31 6.24  -0.63
3 C 7.26 13.42 7.11  -0.53
4 C 8.42 13.75 7.75  -0.46
5 C 9.52 12.88 7.72  0.27
6 C 9.47 11.73 6.87  -0.72
7 C 8.34 11.51 6.09  -0.55
8 N 10.51 13.07 8.64  0.51
9 C 11.77 12.61 8.51  0.06
10 C 12.48 12.51 7.28  -0.40
11 C 13.83 12.14 7.25  -0.56
12 C 14.52 11.92 8.45  -0.62
13 C 13.88 12.08 9.66  -0.56
14 C 12.52 12.42 9.72  -0.66
15 N 11.84 12.78 10.88  1.23
16 N 12.59 12.67 11.94  -1.22
17 C 11.93 12.83 13.13  -0.18
18 C 12.64 12.38 14.30  -0.48
19 C 12.08 12.48 15.55  -0.37
20 C 10.85 13.22 15.61  -0.88
21 C 10.20 13.61 14.45  -0.44
22 N 10.68 13.37 13.20  0.38
23 H 6.28 12.07 5.72  0.37
24 H 6.37 14.03 7.31  0.33
25 H 8.45 14.65 8.36  0.53
26 H 10.35 11.10 6.86  0.50
27 H 8.32 10.71 5.38  0.34
28 H 11.91 12.69 6.37  0.44
29 H 14.36 12.01 6.30  0.34
30 H 15.58 11.60 8.40  0.27
31 H 14.40 11.89 10.60  0.37
32 H 13.64 12.02 14.11  0.40
33 H 12.52 12.00 16.42  0.36
34 H 10.37 13.37 16.56  0.36
35 H 9.22 14.09 14.53  0.44
36 F 6.71 14.15 12.05  -0.49
37 B 5.86 12.89 12.07  0.52
38 F 4.51 13.23 12.08  -0.32
39 F 6.32 12.26 10.84  -0.42
40 F 6.25 12.21 13.28  -0.44
41 C 10.97 17.47 8.84  -1.26
42 C 10.38 18.15 10.03  1.06
43 C 10.43 19.52 10.06  -0.49
44 C 9.99 20.24 11.19  -0.53
45 C 9.53 19.51 12.27  -0.57
46 C 9.29 18.12 12.15  1.08
47 C 8.64 17.42 13.31  -1.05
48 C 9.66 17.31 10.98  -0.82
49 N 9.35 16.08 10.80  -0.60
50 H 12.06 17.51 8.86  0.31
51 H 10.75 18.00 7.91  0.33
52 H 10.65 16.42 8.83  0.03
53 H 10.78 20.02 9.13  0.26
54 H 10.04 21.32 11.18  0.35
55 H 9.27 20.00 13.24  0.26
56 H 8.12 18.14 13.96  0.38
57 H 9.30 16.77 13.90  0.11
58 H 7.83 16.73 12.94  0.07
59 C 9.13 7.68 12.22  -0.90
60 N 9.23 9.09 11.79  -0.21
61 C 8.66 10.13 12.44  0.15
62 N 7.98 10.01 13.58  -0.42
63 O 8.86 11.33 11.93  -0.26
64 H 8.88 7.07 11.32  0.29
65 H 8.27 7.54 12.92  0.30
66 H 10.07 7.23 12.67  0.25
67 H 9.94 9.33 11.12  0.24
68 H 7.57 9.12 13.79  0.18
69 H 7.35 10.78 13.82  0.35

As for the charge: -2. The value obtained for the orbital gap (alpha / beta) is 4.8537 / 3.9264 eV. Its energy above the lowest of the compared OMol25 structures with the same formula, charge and spin is 0.00 kJ/mol. The HOMO energy (alpha / beta) is -0.84 / 0.09 eV.

---

Computed, not measured: a structure of composition C27H28BF5N10OSeW, with the ωB97M-V functional and the def2-TZVPD basis.

Each line ends with the Löwdin spin population.
Positions of all 74 atoms, in Å:
1 W -0.52 -0.60 -0.10  0.85
2 C -0.02 0.65 3.14  0.00
3 C 0.17 1.55 1.97  0.00
4 C 0.57 2.85 1.95  0.00
5 C 0.70 3.20 0.60  0.00
6 N 0.39 2.16 -0.16  0.02
7 N 0.02 1.12 0.66  0.02
8 B 0.39 1.97 -1.73  0.00
9 N 1.26 0.69 -2.03  0.01
10 C 2.23 0.50 -2.90  0.00
11 C 2.50 -0.87 -3.02  0.00
12 C 1.62 -1.50 -2.17  0.00
13 C 1.41 -2.95 -1.91  0.00
14 N 0.86 -0.54 -1.56  0.01
15 N -1.05 1.57 -2.11  0.01
16 C -1.84 2.07 -3.06  0.00
17 C -2.95 1.25 -3.19  0.00
18 C -2.80 0.24 -2.28  0.01
19 C -3.72 -0.93 -2.17  0.00
20 N -1.64 0.44 -1.55  0.01
21 N 0.97 3.16 -2.38  0.00
22 C 2.23 3.67 -2.17  0.00
23 C 2.40 4.73 -3.00  0.00
24 C 1.18 4.83 -3.72  0.00
25 C 0.81 5.83 -4.77  0.00
26 N 0.33 3.89 -3.35  0.00
27 H -0.60 1.15 3.91  0.00
28 H 0.96 0.41 3.58  0.00
29 H -0.51 -0.29 2.89  0.00
30 H 0.78 3.49 2.80  0.00
31 H 1.01 4.13 0.14  0.00
32 H 2.68 1.34 -3.41  0.00
33 H 3.24 -1.33 -3.65  0.00
34 H 1.39 -3.49 -2.86  0.00
35 H 0.47 -3.16 -1.39  0.00
36 H 2.23 -3.36 -1.32  0.00
37 H -1.52 2.95 -3.59  0.00
38 H -3.76 1.37 -3.89  0.00
39 H -4.33 -0.96 -3.08  0.00
40 H -4.41 -0.83 -1.33  0.00
41 H -3.20 -1.88 -2.11  0.00
42 H 2.91 3.23 -1.45  0.00
43 H 3.27 5.36 -3.09  0.00
44 H 1.67 6.45 -5.01  0.00
45 H 0.01 6.48 -4.41  0.00
46 H 0.47 5.33 -5.67  0.00
47 C -3.44 0.04 3.20  0.00
48 N -2.96 -1.34 3.37  0.00
49 C -3.02 -2.02 4.56  0.00
50 C -2.69 -3.31 4.30  0.00
51 N -2.44 -3.40 2.96  0.00
52 C -2.13 -4.67 2.28  0.00
53 C -2.59 -2.19 2.40  0.00
54 Se -2.71 -1.84 0.54  0.02
55 H -3.30 0.56 4.14  0.00
56 H -4.49 0.03 2.94  0.00
57 H -2.87 0.53 2.41  0.00
58 H -3.31 -1.54 5.48  0.00
59 H -2.63 -4.16 4.95  0.00
60 H -1.13 -4.98 2.55  0.00
61 H -2.22 -4.54 1.21  0.00
62 H -2.85 -5.41 2.62  0.00
63 F 5.45 -2.86 3.08  0.00
64 C 4.28 -2.57 2.56  -0.01
65 C 3.21 -3.44 2.73  0.00
66 F 3.35 -4.55 3.42  0.00
67 C 1.98 -3.12 2.18  0.00
68 F 0.94 -3.94 2.33  0.00
69 C 1.81 -1.94 1.45  0.00
70 O 0.59 -1.68 0.91  0.02
71 C 2.90 -1.09 1.28  0.00
72 F 2.75 0.04 0.58  0.00
73 C 4.13 -1.40 1.83  0.00
74 F 5.14 -0.58 1.66  0.00

As for the charge: +3. The value obtained for the orbital gap (alpha / beta) is 5.2391 / 5.4641 eV. Its energy above the lowest of the compared OMol25 structures with the same formula, charge and spin is 33.55 kJ/mol. The HOMO energy (alpha / beta) is -16.35 / -16.35 eV. As for the spin multiplicity: 2.

---

Computed, not measured: a structure of composition C27H28CaN10O5, with the ωB97M-V functional and the def2-TZVPD basis.

Each line ends with the Mulliken charge.
Positions of all 71 atoms, in Å:
1 Ca -0.99 0.35 -0.56  2.20
2 O 0.62 -0.62 -4.61  -0.79
3 C 0.50 -0.04 -3.51  -0.24
4 N -0.55 0.54 -2.92  -0.06
5 C -1.67 0.94 -3.70  0.20
6 C -1.63 1.12 -5.10  -0.88
7 C -2.69 1.66 -5.82  -0.59
8 C -3.85 2.02 -5.16  -0.67
9 C -3.94 1.85 -3.78  -0.56
10 C -2.87 1.33 -3.03  0.14
11 N -2.95 1.12 -1.62  -0.30
12 C -3.79 1.86 -0.87  -0.06
13 O -4.54 2.81 -1.17  -0.78
14 C -3.84 1.44 0.60  0.68
15 C -4.32 0.19 0.96  -0.24
16 C -4.47 -0.11 2.30  -0.49
17 C -4.10 0.84 3.24  -0.39
18 C -3.61 2.06 2.79  -0.36
19 N -3.50 2.37 1.50  -0.42
20 C 1.80 0.07 -2.70  0.81
21 C 2.85 -0.81 -2.96  -0.61
22 C 4.04 -0.67 -2.28  -0.39
23 C 4.17 0.36 -1.35  -0.68
24 C 3.09 1.21 -1.17  -0.19
25 N 1.93 1.08 -1.82  -0.11
26 H -0.73 0.81 -5.62  0.36
27 H -2.59 1.80 -6.89  0.34
28 H -4.70 2.44 -5.70  0.34
29 H -4.84 2.13 -3.26  0.41
30 H -4.56 -0.53 0.19  0.39
31 H -4.84 -1.08 2.62  0.36
32 H -4.18 0.65 4.31  0.38
33 H -3.30 2.82 3.49  0.34
34 H 2.68 -1.58 -3.70  0.41
35 H 4.86 -1.36 -2.45  0.38
36 H 5.08 0.51 -0.79  0.46
37 H 3.15 2.03 -0.45  0.38
38 N -0.61 2.77 -0.41  -0.36
39 C 0.34 3.10 0.67  -0.69
40 C 0.35 2.03 1.77  0.13
41 O 1.13 2.21 2.75  -0.87
42 N -0.46 1.01 1.52  0.54
43 C -0.53 -0.08 2.49  -0.79
44 C -0.76 -1.43 1.77  0.54
45 O -0.28 -2.46 2.30  -0.78
46 O -1.44 -1.38 0.68  -0.87
47 H -0.44 3.29 -1.26  0.18
48 H -1.56 2.97 -0.10  0.19
49 H 0.13 4.06 1.15  0.42
50 H 1.35 3.16 0.26  0.10
51 H -1.38 0.04 3.16  0.29
52 H 0.36 -0.15 3.12  0.35
53 C 2.74 -4.46 2.77  -1.52
54 C 3.42 -3.13 3.10  0.88
55 C 2.51 -2.27 3.98  -1.27
56 C 3.83 -2.36 1.84  -1.53
57 N 2.77 -2.14 0.87  1.34
58 C 1.97 -1.09 0.70  -1.07
59 N 1.18 -1.32 -0.32  0.69
60 N 1.53 -2.55 -0.79  -0.79
61 N 2.48 -3.06 -0.08  -0.55
62 H 2.65 -5.08 3.67  0.45
63 H 3.29 -5.03 2.01  0.37
64 H 1.73 -4.28 2.39  0.23
65 H 4.36 -3.33 3.63  0.31
66 H 1.54 -2.11 3.49  0.13
67 H 2.96 -1.30 4.20  0.34
68 H 2.31 -2.78 4.93  0.46
69 H 4.62 -2.89 1.31  0.47
70 H 4.21 -1.38 2.13  0.39
71 H 1.98 -0.19 1.32  0.56

As for the charge: -2. The value obtained for the orbital gap is 5.9655 eV. Its energy above the lowest of the compared OMol25 structures with the same formula, charge and spin is 64.09 kJ/mol. The HOMO energy is -1.59 eV.

---

Number 1: DFT total energy -58935.184 eV. Number 2: DFT total energy -53321.941 eV. Number 3: DFT total energy -126814.079 eV. Number 4: DFT total energy -72036.968 eV.